Here is one molecule with the formula C4H5NO2 at a distorted geometry from OMol25. Energies are from the ωB97M-V functional and the def2-TZVPD basis.

Last columns: bonded neighbours and bond lengths (Å).
Element x y z (Å)
1 C 0.177 -0.180 -2.086  O2 1.435, H8 1.095, H9 1.094, H10 1.091
2 O 0.636 -0.566 -0.782  C1 1.435, C3 1.327
3 C 0.030 0.033 0.235  O2 1.327, N4 1.285, C7 1.479
4 N -0.901 0.912 0.137  C3 1.285, O5 1.480
5 O -1.225 1.228 1.547  N4 1.480, C6 1.305
6 C -0.476 0.632 2.434  O5 1.305, C7 1.466
7 C 0.377 -0.260 1.643  C3 1.479, C6 1.466, H11 1.132, H12 1.077
8 H -0.892 -0.393 -2.190  C1 1.095
9 H 0.346 0.889 -2.246  C1 1.094
10 H 0.759 -0.773 -2.792  C1 1.091
11 H -0.225 -1.064 2.166  C7 1.132
12 H 1.394 -0.459 1.933  C7 1.077

Summary:
Energy relative to the best compared isomer or geometry (same formula, charge and spin) ... 107.7 kcal per mole
HOMO-LUMO gap ... 9.9 eV
E ... -9809.6456 eV
Lowest unoccupied orbital energy ... 0.739 eV

These are the natural (NBO) partial charges, in e, on atoms 1 to 8: number 1, C, carries -0.261; number 2, O, carries -0.464; number 3, C, carries 0.495; number 4, N, carries -0.227; number 5, O, carries -0.335; number 6, C, carries 0.260; number 7, C, carries -0.649; number 8, H, carries 0.198